The following is a quantum chemistry calculation of C49H59BN12OSZn as an isolated structure, from the OMol25 dataset.

## Properties
lowest unoccupied orbital energy: -0.8 eV
relative energy (zero: lowest compared OMol25 entry of this formula, charge and spin): 25.11 kcal/mol
DFT total energy: -4837.4872 a.u.
charge: 0
M: 940.36 g mol⁻¹
Kohn-Sham gap: 4.913 eV

Cartesian coordinates (Å):
Zn  0.930  0.423  0.955
S  2.260  -2.444  2.234
O  -8.317  0.687  -7.800
N  2.992  0.178  0.803
N  -1.158  0.268  0.717
N  1.806  2.944  1.834
N  0.698  0.294  -1.144
N  2.230  -4.999  2.642
N  1.677  1.055  3.499
N  0.785  0.167  3.015
N  3.470  1.054  1.710
N  0.874  2.633  0.909
N  1.050  -4.230  0.730
N  -4.461  -0.367  -2.824
N  -2.901  -0.429  -4.404
C  1.693  1.015  4.842
C  -0.539  -0.067  -1.537
C  2.465  -7.294  3.273
C  1.800  -4.028  1.827
C  -4.243  -0.368  -4.122
C  1.930  4.275  1.959
C  -8.137  0.510  -9.186
C  -1.761  4.920  0.075
C  1.043  4.847  1.079
C  -0.865  -0.213  -2.915
C  -1.972  -1.185  4.935
C  4.041  -0.451  0.254
C  1.380  0.455  -3.419
C  4.119  -1.594  -0.734
C  1.176  -6.557  1.214
C  -7.274  0.415  -6.977
C  -0.737  -1.625  4.126
C  -0.048  -2.762  4.907
C  2.562  1.851  5.713
C  -5.263  -0.157  -5.122
C  0.780  0.063  5.236
C  0.137  0.035  -3.858
C  -7.579  0.277  -5.620
C  0.240  -0.471  4.059
C  -5.955  0.264  -7.397
C  -2.926  -0.207  -0.856
C  -0.660  4.098  -0.613
C  -3.439  0.392  1.400
C  1.609  0.574  -2.051
C  0.023  4.913  -1.722
C  2.855  4.987  2.881
C  2.772  -2.146  -1.197
C  0.392  3.788  0.432
C  4.896  -2.735  -0.049
C  5.681  1.847  2.608
C  -1.552  -0.074  -0.526
C  -3.240  -0.393  -2.234
C  4.930  -1.141  -1.962
C  -1.344  2.916  -1.287
C  -3.874  0.014  0.143
C  -6.591  -0.004  -4.710
C  4.814  1.017  1.729
C  -2.071  0.521  1.630
C  1.934  -6.247  2.343
C  5.213  0.080  0.805
C  -4.965  -0.014  -6.475
C  0.750  -5.480  0.452
C  -1.187  -2.177  2.772
C  -2.237  -0.422  -3.210
B  2.606  1.913  2.637
H  -2.077  -1.667  2.415
H  6.722  1.625  2.389
H  5.487  1.625  3.655
H  -2.075  3.285  -2.010
H  -6.811  -0.120  -3.661
H  -0.618  2.313  -1.817
H  -0.744  -3.587  5.048
H  0.931  -7.573  0.946
H  -2.477  -0.342  4.469
H  0.817  -3.130  4.363
H  2.396  2.913  5.538
H  5.039  -3.559  -0.746
H  -5.688  0.380  -8.436
H  -1.688  -0.899  5.945
H  5.506  2.909  2.446
H  5.873  -2.405  0.291
H  2.646  4.733  3.918
H  -4.924  -0.073  -0.088
H  -1.869  2.315  -0.556
H  -0.064  -0.057  -4.915
H  0.898  5.898  0.936
H  3.542  -7.170  3.372
H  0.786  4.303  -2.202
H  -0.711  5.209  -2.469
H  2.892  -3.182  -1.502
H  5.939  -0.854  -1.677
H  -1.695  0.857  2.585
H  0.551  -0.211  6.245
H  2.030  -7.166  4.263
H  -4.139  0.611  2.189
H  -2.678  -2.011  4.999
H  0.282  -2.428  5.886
H  -7.560  1.330  -9.628
H  -3.951  -0.117  -6.835
H  -9.139  0.498  -9.613
H  4.342  -3.102  0.810
H  6.225  -0.187  0.574
H  -2.234  4.319  0.850
H  3.891  4.734  2.671
H  -0.400  -2.088  2.028
H  -2.517  5.210  -0.652
H  -2.477  -0.459  -5.316
H  4.997  -1.961  -2.675
H  2.039  -2.119  -0.395
H  -7.645  -0.444  -9.398
H  2.393  -1.594  -2.051
H  0.498  5.807  -1.332
H  2.343  1.629  6.754
H  -1.435  -3.230  2.875
H  2.558  0.922  -1.669
H  -8.607  0.392  -5.316
H  3.321  2.509  3.353
H  -1.365  5.818  0.537
H  4.461  -0.295  -2.460
H  2.245  -8.294  2.910
H  0.137  -5.634  -0.429
H  2.723  6.057  2.750
H  2.158  0.714  -4.118
H  3.611  1.635  5.522